{"formula": "C38H104MgN8O11", "method": "wB97M-V/def2-TZVPD", "species": ["Mg", "C", "C", "O", "H", "H", "H", "H", "H", "C", "C", "O", "H", "H", "H", "H", "H", "C", "C", "O", "H", "H", "H", "H", "H", "H", "C", "C", "C", "O", "C", "N", "H", "H", "H", "H", "H", "H", "H", "H", "H", "H", "H", "C", "C", "C", "O", "C", "N", "H", "H", "H", "H", "H", "H", "H", "H", "H", "H", "H", "C", "C", "C", "O", "C", "N", "H", "H", "H", "H", "H", "H", "H", "H", "H", "H", "H", "C", "C", "C", "O", "C", "N", "H", "H", "H", "H", "H", "H", "H", "H", "H", "H", "H", "C", "C", "C", "O", "C", "N", "H", "H", "H", "H", "H", "H", "H", "H", "H", "H", "H", "C", "C", "C", "O", "C", "N", "H", "H", "H", "H", "H", "H", "H", "H", "H", "H", "H", "C", "C", "C", "O", "C", "N", "H", "H", "H", "H", "H", "H", "H", "H", "H", "H", "H", "C", "C", "C", "O", "C", "N", "H", "H", "H", "H", "H", "H", "H", "H", "H", "H", "H"], "coordinates": [[-2.45714, 0.22886, -3.29929], [0.54003, -1.18910, -4.80943], [-0.41075, -0.33849, -5.65137], [-1.69742, -0.22376, -5.04103], [0.12705, -2.18300, -4.63706], [0.64232, -0.64974, -3.86776], [1.56573, -1.14595, -5.17577], [-0.43760, -0.76407, -6.65450], [0.05067, 0.61799, -5.89700], [-0.77305, 0.11359, 0.69975], [-0.44834, 0.70700, -0.70945], [-1.49322, 0.55447, -1.62939], [-1.42852, -0.75542, 0.64246], [-1.25813, 0.82893, 1.36390], [0.17206, -0.09408, 1.20147], [0.45079, 0.20582, -1.06790], [-0.04725, 1.71942, -0.66208], [-3.77914, -0.34029, 3.12247], [-4.20311, 1.06510, 3.53068], [-4.17328, 1.17543, 4.95428], [-3.85008, -0.35413, 2.03488], [-4.44621, -1.09183, 3.54476], [-2.72920, -0.48694, 3.37592], [-5.18040, 1.26974, 3.09350], [-3.57317, 1.83551, 3.08599], [-4.31777, 2.10760, 5.13260], [-0.07140, 8.18347, -1.79948], [0.71772, 6.91743, -1.50857], [-0.14400, 5.66646, -1.62508], [-1.01628, 5.65182, -0.50331], [-1.89628, 4.44565, -0.50908], [1.77226, 6.92860, -2.47802], [0.42824, 9.14037, -1.64850], [-1.00860, 8.19304, -1.24301], [-0.31915, 8.19712, -2.86087], [1.13382, 7.08766, -0.51560], [0.50197, 4.79126, -1.55538], [-0.65702, 5.65904, -2.58677], [-1.40584, 3.52083, -0.20533], [-2.35083, 4.40122, -1.49878], [-2.67350, 4.65667, 0.22544], [2.22973, 7.82903, -2.48558], [2.46950, 6.25266, -2.20041], [-0.32688, 3.59504, 4.27034], [-0.16410, 4.53740, 3.08351], [0.55313, 3.95176, 1.84917], [1.94725, 3.82690, 2.08696], [2.65061, 3.06286, 1.15934], [-1.46275, 5.05516, 2.61173], [-0.85222, 2.66313, 4.06133], [-0.78063, 4.15222, 5.08995], [0.67207, 3.29974, 4.59127], [0.42858, 5.35182, 3.50012], [0.40988, 4.51720, 0.92838], [0.09775, 2.97552, 1.68281], [3.69857, 3.05431, 1.45899], [2.63713, 3.61853, 0.22171], [2.29031, 2.03445, 1.13352], [-1.24886, 5.36483, 1.67448], [-2.16064, 4.32621, 2.57077], [-3.96833, -6.47035, 3.66716], [-3.78896, -5.09094, 4.29822], [-3.26079, -3.93942, 3.34686], [-2.01798, -4.27939, 2.73946], [-1.33262, -3.23950, 1.99177], [-5.02010, -4.68788, 4.93160], [-4.13370, -7.16722, 4.48882], [-3.02132, -6.75523, 3.20876], [-4.74262, -6.46439, 2.90001], [-3.01067, -5.18344, 5.05573], [-3.01640, -3.05836, 3.94024], [-3.95652, -3.68100, 2.54856], [-0.28953, -3.44328, 1.74980], [-1.42675, -2.25378, 2.44740], [-1.90646, -3.16082, 1.06839], [-5.75384, -4.63032, 4.23992], [-5.00270, -3.84575, 5.48892], [-3.97471, -1.86823, -0.71832], [-2.91317, -2.41382, -1.61142], [-2.95427, -3.96553, -1.91919], [-1.95952, -4.30328, -2.92300], [-0.63459, -4.43685, -2.46945], [-2.92160, -1.77931, -2.91046], [-3.80408, -0.80782, -0.53254], [-3.92672, -2.37967, 0.24304], [-4.95234, -2.07195, -1.15519], [-1.96395, -2.24906, -1.10156], [-3.90475, -4.22938, -2.38297], [-2.82840, -4.49754, -0.97620], [-0.59161, -5.26547, -1.76259], [-0.12780, -3.59688, -1.99436], [0.08361, -4.57592, -3.27750], [-2.38139, -2.36013, -3.53570], [-3.88489, -1.92377, -3.17751], [2.03186, -2.82603, 8.04047], [3.18913, -3.30735, 7.09382], [3.24569, -2.45306, 5.79745], [1.96791, -2.52940, 5.16240], [1.92436, -1.52949, 4.16570], [4.45192, -3.31970, 7.81496], [1.88155, -3.48499, 8.89563], [1.09804, -2.69309, 7.49419], [2.32443, -1.82199, 8.34772], [2.85694, -4.30337, 6.80109], [3.97145, -2.84468, 5.08472], [3.65393, -1.48050, 6.07239], [2.62738, -1.59116, 3.33499], [2.04105, -0.56608, 4.66199], [0.95209, -1.51602, 3.67315], [4.56531, -4.11606, 8.42574], [5.05983, -3.58395, 7.05290], [-5.96502, 2.15144, -4.67179], [-4.56631, 1.57511, -4.51439], [-3.59126, 2.73076, -4.34500], [-2.33013, 2.20586, -3.86797], [-1.25610, 3.06669, -4.13931], [-4.43535, 0.64358, -3.41753], [-5.98008, 2.78209, -5.56070], [-6.28392, 2.82956, -3.88024], [-6.77249, 1.42396, -4.75465], [-4.25956, 1.06212, -5.42590], [-3.93690, 3.37359, -3.53545], [-3.46478, 3.25235, -5.29371], [-0.27031, 2.71290, -3.83738], [-1.44364, 4.12260, -3.94440], [-1.21694, 3.12006, -5.22729], [-4.83609, 1.13680, -2.63252], [-5.14944, -0.06415, -3.51390], [4.38378, -4.68249, -5.04556], [3.77234, -4.69049, -3.64957], [2.93998, -3.40447, -3.45285], [2.37905, -3.47388, -2.09354], [2.30131, -2.21173, -1.39904], [2.80638, -5.77307, -3.65751], [4.96994, -3.78923, -5.26144], [3.65831, -4.63345, -5.85759], [4.99561, -5.57489, -5.17745], [4.46868, -4.78605, -2.81645], [2.13659, -3.26334, -4.17587], [3.68005, -2.60934, -3.54319], [3.29993, -1.80024, -1.25235], [1.79011, -2.42090, -0.45935], [1.59878, -1.65233, -2.01681], [2.18106, -5.31483, -3.01013], [3.24057, -6.52466, -3.14105], [7.56184, 2.38424, -0.99087], [6.67238, 1.87166, 0.18162], [5.42027, 1.15124, -0.34211], [4.63012, 1.98013, -1.22235], [3.49520, 1.36990, -1.75713], [7.38246, 0.92371, 1.02787], [7.19576, 3.35090, -1.33678], [7.50444, 1.70021, -1.83758], [8.59911, 2.49262, -0.67399], [6.39912, 2.74557, 0.77300], [4.83712, 0.97039, 0.56084], [5.60008, 0.20176, -0.84636], [3.63269, 0.54672, -2.45824], [2.96410, 2.14314, -2.31223], [2.90655, 0.98933, -0.92240], [6.69942, 0.64425, 1.71741], [8.15736, 1.33482, 1.52849]], "homo_energy_ha": [-0.389, -0.389], "total_energy_ev": -80968.930, "charge": 1, "gap_ev": [8.0, 3.9], "multiplicity": 2}



{"formula": "C38H105N15O14", "method": "wB97M-V/def2-TZVPD", "species": ["C", "O", "N", "N", "H", "H", "H", "H", "C", "O", "N", "N", "H", "H", "H", "H", "C", "O", "N", "N", "H", "H", "H", "H", "C", "O", "N", "N", "H", "H", "H", "H", "C", "O", "C", "C", "N", "C", "C", "O", "C", "H", "H", "H", "H", "H", "H", "H", "H", "H", "H", "H", "H", "H", "H", "H", "C", "O", "C", "C", "N", "C", "C", "O", "C", "H", "H", "H", "H", "H", "H", "H", "H", "H", "H", "H", "H", "H", "H", "H", "C", "O", "C", "C", "N", "C", "C", "O", "C", "H", "H", "H", "H", "H", "H", "H", "H", "H", "H", "H", "H", "H", "H", "H", "C", "C", "C", "O", "C", "N", "H", "H", "H", "H", "H", "H", "H", "H", "H", "H", "H", "C", "C", "C", "O", "C", "N", "H", "H", "H", "H", "H", "H", "H", "H", "H", "H", "H", "C", "C", "C", "O", "C", "N", "H", "H", "H", "H", "H", "H", "H", "H", "H", "H", "H", "C", "C", "C", "O", "C", "N", "H", "H", "H", "H", "H", "H", "H", "H", "H", "H", "H"], "coordinates": [[-8.32414, -1.25934, 3.02497], [-7.09328, -1.32117, 2.87113], [-8.92109, -0.20486, 3.45425], [-9.06043, -2.23496, 2.84107], [-8.33922, 0.54876, 3.79126], [-9.92385, -0.18855, 3.33463], [-9.99644, -2.18733, 3.21753], [-8.62665, -3.13859, 2.71707], [-5.06169, 2.32367, 5.79008], [-6.17005, 2.69161, 5.36236], [-4.55846, 1.14716, 5.50611], [-4.12387, 3.01104, 6.30777], [-5.17340, 0.49728, 5.03749], [-3.68324, 0.84207, 5.90736], [-4.19538, 3.99416, 6.52794], [-3.26945, 2.48575, 6.42676], [0.53595, -0.84188, 6.92628], [-0.23846, 0.03077, 6.53718], [1.34665, -1.57322, 6.18034], [0.64769, -1.20967, 8.19843], [2.08205, -2.09792, 6.63197], [1.22671, -1.46181, 5.18370], [1.48799, -1.66800, 8.52080], [0.03376, -0.69722, 8.81536], [-0.10658, -0.14605, 1.83191], [0.50174, -1.18007, 1.66424], [0.43453, 1.07014, 1.73581], [-1.35319, -0.10807, 2.19713], [-0.23779, 1.71426, 1.34441], [1.33941, 0.84553, 1.34742], [-1.82652, -1.00029, 2.19422], [-1.67104, 0.82441, 2.41972], [5.28813, 2.06045, -3.20089], [5.72803, 2.68489, -4.33298], [6.03254, 4.02848, -4.02812], [6.31694, 4.82484, -5.36895], [5.01563, 5.13181, -5.97705], [5.12885, 5.67470, -7.32541], [5.73130, 4.55876, -8.34250], [4.90200, 3.46742, -8.10921], [5.06986, 2.42344, -9.08070], [4.49045, 2.56075, -2.65181], [6.21009, 1.90696, -2.64005], [4.92938, 1.07972, -3.51323], [6.92355, 3.96436, -3.40354], [5.23438, 4.53045, -3.48122], [6.87393, 4.11733, -5.98317], [6.85751, 5.73813, -5.12038], [4.49223, 4.27911, -6.11507], [5.67161, 6.61964, -7.30077], [4.14925, 6.02417, -7.65153], [6.73111, 4.27634, -8.01278], [5.79065, 5.06642, -9.30522], [6.11322, 2.12149, -9.17198], [4.76875, 2.79796, -10.05905], [4.51233, 1.50244, -8.91036], [1.55979, -8.05735, 4.17392], [2.62810, -8.41461, 3.24995], [3.50297, -7.24561, 3.23692], [3.05188, -6.10656, 2.26010], [3.92550, -4.94667, 2.09125], [5.09646, -5.23150, 1.30552], [4.85508, -5.27469, -0.26856], [4.17892, -4.11419, -0.71098], [3.94197, -4.09456, -2.15206], [1.88330, -8.34269, 5.17493], [0.66942, -8.60708, 3.86870], [1.40137, -6.97923, 4.19966], [4.49492, -7.56141, 2.91379], [3.58766, -6.76155, 4.20986], [2.02148, -5.84462, 2.50045], [2.99244, -6.53821, 1.26098], [3.25860, -4.38888, 1.57722], [5.62087, -6.14663, 1.58049], [5.89331, -4.52810, 1.54710], [4.33341, -6.16643, -0.61606], [5.78005, -5.40097, -0.83123], [3.25166, -4.87361, -2.47556], [4.85941, -4.16417, -2.73648], [3.42553, -3.16612, -2.39577], [-0.00909, -7.05955, -3.14568], [-1.13784, -6.21849, -2.89241], [-1.72980, -6.28320, -1.61909], [-2.19421, -4.87994, -1.21419], [-3.33897, -4.38655, -1.96013], [-3.37222, -2.93537, -1.96489], [-4.70026, -2.37233, -2.37381], [-4.51237, -0.91012, -2.53528], [-5.66985, -0.18592, -2.68199], [0.76396, -6.67150, -2.48243], [0.30796, -7.01518, -4.18761], [-0.25359, -8.10305, -2.94718], [-0.94449, -6.60129, -0.93337], [-2.51243, -7.02596, -1.46457], [-1.30320, -4.25287, -1.24540], [-2.44614, -4.71144, -0.16718], [-3.13841, -4.73333, -2.88729], [-2.54620, -2.58359, -2.58299], [-3.19047, -2.68224, -0.92038], [-5.34521, -2.58623, -1.52153], [-5.26048, -2.68792, -3.25396], [-5.96994, -0.00521, -1.64981], [-6.37180, -0.84757, -3.18949], [-5.45325, 0.78847, -3.11988], [-3.83931, -4.98817, 6.02300], [-4.36861, -6.03815, 5.03875], [-5.64878, -6.85873, 5.28512], [-6.04974, -7.66877, 4.10507], [-5.16239, -8.74339, 3.81022], [-4.39660, -5.33016, 3.81453], [-3.92589, -5.48007, 6.99183], [-4.46919, -4.10784, 6.15093], [-2.76098, -4.84458, 5.95451], [-3.61392, -6.80286, 4.85505], [-6.56004, -6.26666, 5.36981], [-5.62862, -7.47806, 6.18184], [-5.02951, -9.39575, 4.67328], [-4.13975, -8.48891, 3.53176], [-5.67029, -9.26721, 3.00044], [-5.05183, -4.57656, 3.96569], [-4.70489, -5.78305, 2.96603], [-1.91778, 6.04529, 1.55630], [-3.16341, 5.29101, 1.10037], [-4.16374, 6.16291, 0.32738], [-5.24144, 5.62536, -0.36580], [-6.34647, 5.29762, 0.47153], [-2.86843, 4.10183, 0.39028], [-1.35870, 5.38508, 2.21935], [-2.22560, 6.98266, 2.01966], [-1.30095, 6.25268, 0.68189], [-3.54018, 4.90809, 2.04879], [-3.59891, 6.72349, -0.41747], [-4.45457, 6.99322, 0.97088], [-6.95915, 4.93322, -0.35305], [-6.91280, 6.12672, 0.89573], [-6.10692, 4.53220, 1.20967], [-3.72797, 3.59482, 0.23460], [-2.48583, 4.39332, -0.49783], [6.47120, 4.61074, 2.41868], [5.63544, 5.87883, 2.84635], [5.93076, 7.13750, 2.06518], [7.28216, 7.44649, 2.00200], [7.45047, 8.75075, 1.43696], [4.19855, 5.59934, 2.76681], [7.50113, 4.90034, 2.62722], [6.38919, 4.37408, 1.35784], [6.23162, 3.63061, 2.83103], [5.77090, 6.04439, 3.91515], [5.54714, 8.07051, 2.47803], [5.58616, 7.05743, 1.03419], [6.93782, 9.45444, 2.09279], [7.02520, 8.81646, 0.43550], [8.49419, 9.06230, 1.47818], [4.09297, 5.04089, 1.93190], [3.93755, 4.93506, 3.48145], [0.84553, 3.20466, -4.15514], [-0.12353, 3.77516, -5.28634], [-0.12914, 2.79223, -6.55027], [-0.53620, 3.50949, -7.72605], [-0.47798, 3.03538, -9.09197], [-1.47731, 3.93771, -4.72497], [1.85706, 3.12723, -4.55377], [0.48334, 2.32975, -3.61528], [0.94208, 4.07890, -3.51133], [0.32991, 4.69414, -5.65778], [-0.97075, 2.12781, -6.35445], [0.85801, 2.34321, -6.65985], [-1.03570, 3.65521, -9.79401], [-0.78458, 1.99149, -9.15823], [0.55242, 2.87726, -9.41035], [-1.94683, 3.08165, -4.46651], [-2.00536, 4.35611, -5.47743]], "homo_energy_ha": -0.315, "de_lowest_kcal_mol": 153.41, "total_energy_ev": -92115.726, "charge": 0, "smiles": "COC[C@H](C)N.COC[C@H](C)N.COC[C@H](C)N.COC[C@H](C)N.COCCNCCOC.COCCNCCOC.COCCNCCOC.NC(N)=O.NC(N)=O.NC(N)=O.NC(N)=O", "gap_ev": 8.9}